{
  "formula": "C6H9N2O2",
  "method": "ωB97M-V/def2-TZVPD",
  "e_above_lowest_kcal_mol": 7.3,
  "lumo_ev": 3.58,
  "e_tot_ev": -13445.446,
  "total_charge": -1,
  "homo_energy_ev": -4.8,
  "species": ["N", "H", "O", "H", "H", "H", "H", "C", "H", "C", "C", "H", "H", "O", "H", "C", "N", "C", "C"],
  "xyz": [[0.182, -0.379, 0.522], [-1.822, -0.177, -0.156], [-1.405, 3.494, 2.342], [0.304, -4.024, -1.674], [0.072, 3.210, -0.511], [2.158, -1.278, 0.583], [1.551, -4.248, -0.548], [-0.938, -0.792, -0.080], [1.890, -3.191, -1.897], [1.129, -1.314, 0.257], [-0.707, 2.969, 1.475], [-1.108, 4.513, -0.069], [-1.634, 2.873, -0.504], [0.173, 2.056, 1.612], [0.144, 0.494, 1.112], [1.110, -3.471, -1.191], [-0.773, -1.927, -0.744], [-0.855, 3.456, 0.000], [0.529, -2.266, -0.528]]
}